Computed, not measured: a 16-piece molecular cluster, C60H164N12O22 overall in a non-equilibrium geometry, with ωB97M-V/def2-TZVPD.

Geometry as XYZ:
```
258
Properties=species:S:1:pos:R:3:forces:R:3
C -6.53053 2.01092 5.17429 0.1 -1.0 1.0
O -6.56450 2.56030 3.90474 0.2 1.2 -0.2
C -6.61051 4.00992 3.97476 -0.3 -0.8 0.8
C -5.34565 4.72017 4.44905 1.3 -1.2 -0.1
N -4.22361 4.58861 3.48926 -1.1 0.7 0.0
C -2.97686 4.93341 4.11251 -1.1 1.5 2.3
C -1.82484 4.43768 3.36450 0.4 -0.4 -2.0
O -1.95572 3.03256 3.27405 0.6 -0.4 0.1
C -0.93849 2.44742 2.43590 -0.8 0.0 1.9
H -5.59279 2.25876 5.67418 0.0 -0.1 0.2
H -6.61003 0.92182 5.10611 0.2 0.1 -0.3
H -7.36667 2.29397 5.83800 0.1 0.4 -0.3
H -7.47671 4.24366 4.63324 0.5 0.3 -0.4
H -6.80846 4.26772 2.96519 -0.3 0.6 -0.9
H -4.96056 4.30678 5.40287 -0.6 0.0 0.0
H -5.49444 5.77064 4.64977 -0.5 0.4 -0.1
H -4.16548 3.64863 3.16716 0.0 -0.9 -0.2
H -2.97226 4.52465 5.17027 0.3 0.2 -0.7
H -2.96314 6.05786 4.25198 0.3 -1.0 -0.3
H -0.85576 4.73533 3.76258 0.1 0.0 0.3
H -1.88753 4.81404 2.32156 0.1 0.2 0.3
H -0.02084 3.01029 2.57377 0.4 -0.1 -0.2
H -1.29077 2.42925 1.43685 -0.1 0.2 -1.3
H -0.82110 1.42160 2.78051 0.2 0.2 0.0
C -11.46402 -0.82683 -3.58198 0.8 -1.2 -0.9
O -10.03373 -0.97448 -3.60417 -0.4 1.2 1.8
C -9.50745 -0.16687 -2.51222 1.1 0.1 -0.5
C -8.00557 -0.39265 -2.34487 -0.6 -0.3 -1.6
N -7.30267 0.08986 -3.56036 -1.1 0.0 0.3
C -5.94732 -0.33776 -3.60930 1.8 0.7 0.5
C -5.14541 0.49354 -2.50787 0.9 -1.3 -1.3
O -5.48028 1.83371 -2.48824 -0.7 1.8 0.5
C -4.94035 2.66981 -3.50452 0.7 -2.1 0.1
H -11.78498 0.16097 -3.89335 0.0 0.2 -0.1
H -11.90250 -1.06855 -2.62393 0.1 0.1 0.6
H -11.79862 -1.60778 -4.26871 -0.3 0.4 -0.2
H -9.90185 -0.45887 -1.54258 -0.8 -0.1 0.0
H -9.67840 0.90858 -2.70385 -0.2 -0.4 0.0
H -7.90828 -1.49193 -2.28333 0.4 0.2 0.5
H -7.66452 0.09967 -1.41317 0.0 -0.2 -0.7
H -7.75112 -0.30897 -4.38260 -0.4 0.1 0.4
H -5.54388 -0.12704 -4.61881 -0.2 -0.1 0.5
H -5.84599 -1.42860 -3.45692 0.3 0.3 0.2
H -4.04295 0.44037 -2.60022 -0.3 -0.5 -0.4
H -5.33774 0.04014 -1.54480 -0.5 0.2 0.4
H -3.84697 2.75172 -3.40259 -0.1 0.1 0.1
H -5.37529 3.63595 -3.50097 -0.6 0.8 0.4
H -5.12635 2.21500 -4.47281 -0.1 0.0 -0.4
C 2.03550 3.14262 -5.06252 1.1 -0.1 0.4
O 1.93480 1.78089 -5.29384 -0.8 -1.4 -0.2
C 2.37249 1.43363 -6.56854 1.2 0.4 -1.6
C 1.69600 0.19886 -7.12899 1.5 -0.4 0.6
N 0.30938 0.37268 -7.34304 -0.8 0.1 0.1
C -0.42012 -0.82581 -7.66836 -0.3 0.1 -1.1
C -1.90053 -0.51709 -7.78785 1.3 -0.1 -0.4
O -2.40325 -0.28312 -6.52451 -1.3 0.8 1.1
C -3.58005 0.52124 -6.53199 -1.1 -0.3 -0.9
H 3.09351 3.41864 -5.19700 -0.3 0.6 -0.5
H 1.87680 3.23683 -4.01751 -0.6 0.6 1.0
H 1.31582 3.67162 -5.67249 0.1 0.6 -0.1
H 3.47076 1.16934 -6.51320 -0.7 0.5 -0.2
H 2.25733 2.30863 -7.30050 0.1 -1.0 0.9
H 1.94164 -0.62869 -6.41614 -0.2 0.1 -0.4
H 2.23420 -0.01563 -8.07147 -0.4 -0.1 0.2
H -0.11083 0.70208 -6.49602 -0.1 0.6 0.6
H -0.27381 -1.67695 -6.98946 0.1 0.1 0.2
H -0.11976 -1.13146 -8.66846 0.2 -0.3 -0.1
H -2.33650 -1.34674 -8.30298 -0.9 -0.9 -0.1
H -2.04955 0.33891 -8.42540 0.1 0.6 -0.3
H -4.40114 0.10137 -7.20717 1.0 0.1 0.8
H -3.43839 1.54667 -6.89893 0.6 -0.1 -0.1
H -3.99561 0.62093 -5.52966 0.4 -0.4 0.0
C 3.77484 4.92064 1.21000 -0.1 -2.2 0.2
O 3.84815 4.36066 2.51982 0.8 -0.1 0.4
C 3.94229 2.94604 2.49806 -1.0 -0.2 0.5
C 4.30457 2.35634 3.87894 -0.8 -0.8 -0.6
N 3.13391 2.37431 4.75917 0.1 1.8 0.4
C 3.20029 1.68512 6.04178 0.6 0.0 -0.7
C 4.22145 2.05033 7.09702 -0.4 1.1 0.3
O 3.93134 3.39426 7.54535 -0.1 -0.4 -0.9
C 4.97837 4.06356 8.20575 0.6 -0.9 -0.1
H 4.59355 4.44188 0.63374 -0.4 0.7 -0.2
H 3.82704 5.98968 1.24315 0.2 0.5 0.2
H 2.80818 4.58707 0.80847 0.2 0.4 -0.4
H 4.61635 2.50983 1.75087 0.5 0.7 -0.1
H 2.94892 2.53054 2.18381 0.4 0.2 0.4
H 5.22199 2.72532 4.32267 0.2 0.6 0.0
H 4.51417 1.30819 3.66963 0.1 -0.3 0.0
H 2.95465 3.36467 4.97817 -0.2 -0.5 -0.3
H 3.36065 0.65476 5.80564 0.0 -1.0 0.0
H 2.22393 1.76172 6.49154 -0.4 0.1 0.2
H 5.27319 1.91135 6.82176 -0.1 0.3 -0.3
H 4.00768 1.33602 7.88518 0.2 -0.1 0.6
H 5.21993 3.45810 9.09282 0.4 0.4 0.0
H 4.63865 5.04896 8.52402 -0.1 -0.1 -0.2
H 5.87823 4.16534 7.53884 -0.6 0.0 0.6
C 12.71268 -1.75638 3.06290 -1.2 1.3 1.2
O 11.78944 -0.88341 2.42090 -0.1 -0.1 -0.9
C 10.43111 -1.12062 2.71471 0.1 1.1 1.0
C 9.70005 -1.91704 1.69729 -1.4 -1.5 -0.9
N 8.24411 -2.01249 1.89051 -0.1 -0.1 0.2
C 7.42002 -2.40442 0.72486 0.6 -0.3 0.7
C 5.97333 -2.21751 1.07364 -0.5 0.8 0.4
O 5.75407 -0.78531 1.25754 0.2 -0.2 -0.9
C 4.37344 -0.47503 1.30434 0.8 -1.1 1.9
H 12.62201 -1.51858 4.15814 0.4 -0.6 -0.7
H 13.66775 -1.41476 2.69656 0.4 -0.4 0.0
H 12.48716 -2.80884 2.90048 0.2 -0.1 -0.2
H 9.92140 -0.15604 2.83939 0.2 0.2 -0.4
H 10.39061 -1.51061 3.71926 -0.3 -0.8 0.4
H 10.03601 -2.94697 1.63414 0.5 -0.3 0.3
H 9.88819 -1.55971 0.70477 0.4 0.9 -0.7
H 7.84040 -1.20421 2.35100 0.1 0.1 -0.3
H 7.59708 -3.45285 0.43009 0.0 0.2 0.4
H 7.62646 -1.83442 -0.17412 0.2 0.5 -0.3
H 5.75977 -2.63919 2.05378 0.0 -0.5 0.2
H 5.27791 -2.67987 0.34629 0.5 0.5 0.1
H 3.89510 -0.58900 0.35907 -0.5 0.0 -0.8
H 4.21428 0.48659 1.77459 0.2 0.3 -0.4
H 3.95853 -1.18457 2.02952 -0.7 -0.1 -0.2
C -3.63652 -3.34263 -5.57898 1.4 -0.7 -0.6
O -3.87583 -3.16403 -4.23028 0.4 -0.1 1.4
C -2.71602 -3.52284 -3.45979 1.0 0.4 -0.5
C -2.87630 -3.06250 -2.03360 -0.4 1.3 -0.1
N -3.89711 -3.79509 -1.31983 -0.3 -0.5 0.4
C -4.09270 -3.40708 0.09784 2.2 1.3 -1.5
C -4.62573 -1.98631 0.26899 -0.4 0.5 0.1
O -6.02026 -1.89535 -0.05454 -0.7 0.3 0.3
C -6.83772 -1.15646 0.88583 0.2 0.1 -1.3
H -2.68857 -2.84214 -5.87263 -0.4 -0.2 0.0
H -4.42333 -2.95200 -6.18015 -0.8 0.5 -0.2
H -3.54008 -4.41056 -5.81346 0.1 0.0 -0.1
H -1.81512 -3.02343 -3.93715 -0.8 -0.2 0.5
H -2.47249 -4.59090 -3.48218 -0.5 -0.2 -0.2
H -3.15747 -1.99162 -2.15169 0.3 -0.1 0.2
H -1.90346 -3.06127 -1.47307 -0.8 -0.3 -0.5
H -4.79768 -3.85760 -1.80701 0.6 0.3 0.1
H -3.02679 -3.26267 0.48253 -1.2 -1.0 0.1
H -4.65405 -4.23117 0.49667 -0.2 0.0 1.0
H -4.05243 -1.35843 -0.46338 -0.4 -0.3 0.7
H -4.42355 -1.57576 1.28889 -0.2 -0.4 -0.5
H -6.84959 -1.65527 1.82890 -0.1 -0.4 0.8
H -7.88434 -1.01549 0.50584 1.0 -0.6 0.1
H -6.43286 -0.15915 1.03007 0.2 0.3 0.1
O 1.40540 0.35946 3.48703 0.1 -0.5 -0.2
H 1.50034 0.39359 2.51524 -0.2 0.2 -0.1
H 1.94781 1.10220 3.78774 0.0 0.4 0.4
O 4.27912 2.53892 -1.04471 0.8 0.0 1.2
H 4.36514 2.05793 -1.87308 -0.2 -0.6 -0.7
H 5.03647 2.21711 -0.50495 -0.8 0.3 -0.5
O -0.73337 -4.29039 1.19056 -0.7 -1.1 -1.3
H -0.30041 -3.70396 1.78546 0.7 1.2 1.3
H -1.46614 -4.62947 1.72310 -0.2 0.2 0.1
O 1.48443 3.62439 -1.09688 0.2 0.3 -0.1
H 1.42500 4.58156 -1.30274 -0.1 -0.2 0.3
H 2.41315 3.48522 -0.85433 0.0 -0.2 -0.2
C -1.48633 5.28000 -1.86777 0.6 -0.5 0.5
C -0.31854 5.91836 -2.57098 0.4 0.7 -2.9
C -0.81378 6.99839 -3.60417 0.5 -1.6 0.8
O 0.24488 7.60396 -4.29573 0.2 0.3 0.2
C -0.19448 8.80684 -4.89428 -1.1 -0.9 -1.9
N 0.71666 6.42754 -1.68440 -1.0 -0.5 1.0
H -2.21915 4.83579 -2.58077 0.5 0.4 0.7
H -1.92484 6.00070 -1.17093 -0.4 -0.1 -0.2
H -1.01583 4.49783 -1.24907 -0.6 -0.1 -0.1
H 0.16964 5.17332 -3.21209 0.0 -0.2 0.2
H -1.25263 7.75837 -3.00963 -1.2 0.9 0.5
H -1.52018 6.49634 -4.29174 0.0 0.4 0.2
H -0.65685 9.56040 -4.25273 0.4 -0.2 0.5
H -1.00014 8.55162 -5.65998 0.8 0.3 0.7
H 0.63694 9.19526 -5.46332 0.2 0.3 0.1
H 1.34150 7.02214 -2.17090 0.7 0.5 -0.9
H 0.25997 7.03903 -1.02232 0.0 0.1 0.5
C 2.29048 -3.34520 -0.05523 0.8 1.8 0.2
C 2.49373 -4.81651 -0.28355 -0.5 0.1 0.2
C 3.95545 -5.14065 -0.02124 0.8 -0.2 1.3
O 4.94992 -4.65573 -0.88954 0.1 0.6 0.1
C 4.83779 -5.24694 -2.15462 -0.5 -0.4 -0.2
N 1.75984 -5.73126 0.60729 1.0 0.0 0.2
H 2.04869 -3.15823 1.00237 0.0 0.2 -0.3
H 1.54887 -2.88633 -0.70594 -0.4 -0.2 0.3
H 3.22978 -2.76634 -0.32618 -0.9 -0.7 0.4
H 2.07978 -4.99266 -1.27886 0.8 -0.5 -0.3
H 3.99139 -6.23024 0.02835 0.4 -0.3 0.0
H 4.28085 -4.73905 1.01535 -0.8 -0.5 -1.4
H 5.73405 -5.11724 -2.76012 0.1 0.3 0.2
H 3.96068 -4.84129 -2.67007 0.1 -0.1 -0.2
H 4.70056 -6.31539 -1.98656 -0.1 -0.3 -0.4
H 0.85135 -5.36821 0.83147 -0.6 0.2 -0.1
H 2.27892 -5.77984 1.48639 -0.2 -0.1 -0.1
C -4.30554 -3.57068 5.17308 0.7 0.0 0.0
C -3.57503 -3.28961 3.83421 -2.5 -0.4 0.3
C -2.95816 -1.92671 3.75706 1.5 0.0 0.1
O -3.92867 -0.94192 3.88342 -1.1 0.4 0.0
C -3.46540 0.35768 3.52709 -0.2 0.2 0.2
N -2.64014 -4.34244 3.52416 1.4 0.5 0.6
H -3.49787 -3.87682 5.84234 -0.1 0.5 0.6
H -4.99410 -4.41648 5.23738 0.0 -0.1 -0.8
H -4.86451 -2.71207 5.52767 0.2 0.3 0.2
H -4.31528 -3.24161 3.04408 -0.4 -0.3 -0.3
H -2.44025 -1.89021 2.79061 0.0 0.2 -0.3
H -2.13379 -1.79621 4.49102 -0.3 0.0 0.2
H -3.02464 0.27610 2.53377 0.3 0.3 -0.1
H -2.72769 0.65965 4.28581 0.0 0.3 -0.4
H -4.27803 1.14345 3.46766 0.6 -1.3 0.3
H -1.90154 -4.19539 4.23319 0.1 -0.6 -0.6
H -3.06114 -5.22770 3.75544 -0.2 -0.3 0.0
C -0.67074 -0.49723 0.71354 0.5 -1.3 -0.7
C 0.44070 0.04699 -0.19098 0.9 -0.1 0.9
C -0.17278 0.78378 -1.35118 1.2 -0.2 -0.5
O -0.95245 -0.15742 -2.03490 0.1 -0.8 -0.6
C -1.42569 0.32140 -3.26948 -0.2 0.9 -0.1
N 1.36435 0.89096 0.63022 -0.2 -0.3 -0.8
H -0.67591 -1.59130 0.57118 -0.3 0.3 0.3
H -1.65626 -0.14359 0.41844 -0.1 0.2 0.1
H -0.43176 -0.27748 1.74799 -0.2 -0.1 0.1
H 1.11303 -0.75213 -0.56151 -0.8 0.1 0.1
H 0.60471 1.24892 -2.01708 -0.6 -0.3 0.5
H -0.79709 1.54934 -0.91571 -0.4 0.8 -0.1
H -2.12712 -0.41514 -3.71564 0.5 0.5 0.3
H -0.60756 0.56825 -3.99645 -0.4 -0.3 0.5
H -1.93164 1.28367 -3.01308 -0.1 -0.5 -0.8
H 2.29543 0.77650 0.21771 -0.4 0.7 0.1
H 1.05157 1.85755 0.53280 0.5 0.0 0.0
C 2.30475 -2.93333 5.08235 -0.3 -2.4 0.9
C 1.61654 -3.51616 3.85433 -0.6 1.0 -0.3
C 1.15684 -4.95166 4.03154 -1.5 1.0 -0.4
O 0.24821 -4.98098 5.12738 0.3 0.6 -0.3
C -0.17376 -6.26762 5.45548 -0.3 -0.4 -0.1
N 0.45079 -2.71180 3.45178 -0.3 -0.3 0.2
H 3.15625 -3.56507 5.42397 -0.4 0.5 -0.3
H 1.56581 -2.93491 5.87051 -0.2 -0.2 0.6
H 2.59076 -1.93348 5.00064 0.7 1.6 -0.7
H 2.31413 -3.39043 3.04026 0.3 -0.6 -0.5
H 2.00044 -5.51593 4.21710 2.0 -1.6 0.9
H 0.67932 -5.42635 3.15225 0.0 0.7 0.1
H -0.86380 -6.70141 4.69160 0.5 0.2 0.3
H -0.70377 -6.17610 6.39665 -0.2 -0.1 0.1
H 0.69130 -6.92105 5.60343 -0.1 -0.2 -0.1
H 0.74889 -1.77826 3.26352 0.5 0.9 -0.4
H -0.11245 -2.53731 4.27620 -0.3 -0.4 0.2
C 5.24801 -1.18435 -2.48164 -0.9 -1.4 1.0
C 4.16600 -0.65429 -3.40628 2.0 0.3 -1.3
C 2.76427 -0.99865 -3.06757 -2.3 1.3 1.9
O 2.49842 -2.37729 -3.02200 0.9 -0.2 -0.1
C 1.19518 -2.75272 -3.33276 -1.4 -1.4 -0.2
N 4.42683 0.80040 -3.46553 -1.6 0.1 0.4
H 5.24798 -2.27777 -2.51880 0.3 0.0 -0.2
H 5.09143 -0.98268 -1.41820 -0.3 0.4 -0.1
H 6.22695 -0.79474 -2.69926 0.4 0.0 -0.5
H 4.40087 -1.08663 -4.39988 -0.3 0.0 0.2
H 2.00903 -0.55443 -3.74025 0.6 0.2 -0.2
H 2.52753 -0.48302 -2.05925 0.3 -0.8 -1.0
H 0.43222 -2.58290 -2.56386 0.4 0.0 0.7
H 1.15396 -3.85872 -3.57789 0.3 1.2 0.3
H 0.72580 -2.21468 -4.15391 0.5 0.3 -0.7
H 3.96080 1.29657 -4.22275 0.1 -0.3 0.1
H 5.41115 0.90021 -3.51255 0.9 0.4 -0.4
```
Positions in Å, forces in eV/Å.

The calculation puts the maximum force at 3.22 eV Å⁻¹. The calculation puts the gap between HOMO and LUMO at 8.3836 eV. For the energy, the calculation gives -4696.34421 hartree.

Results of the Mulliken charge analysis, in e, for atoms 1 through 4: C -0.738; O -0.205; C -0.842; C -0.369